Below is C15H23F6N3O10PS2Sn as an isolated structure, with properties calculated with ωB97M-V with the def2-TZVPD basis set.

```
61
Properties=species:S:1:pos:R:3:forces:R:3:nbo_charge:R:1
Sn 0.099380 0.894494 -0.204946 0.02 -0.33 -0.98 2.0165
F 4.997591 1.178129 -1.863196 -0.17 -0.02 -0.18 -0.2781
C 4.545173 2.311460 -1.369570 0.15 -0.10 0.48 0.7734
F 4.647761 2.283560 -0.042072 0.07 0.06 -0.05 -0.3010
F 5.231309 3.327925 -1.847024 -0.13 0.05 -0.12 -0.2786
S 2.747138 2.502461 -1.770747 0.01 0.35 -0.19 2.2235
O 2.140474 1.360778 -1.044339 -0.70 -0.67 0.19 -1.0312
O 2.536582 2.512912 -3.177913 0.28 -0.31 0.10 -0.8621
N 2.458960 3.856572 -1.027811 0.14 0.02 -0.15 -1.1822
S 0.980750 4.347469 -0.922316 -0.28 -0.44 0.25 2.2339
O 0.115116 3.216950 -0.462159 -0.08 0.16 -0.12 -1.0288
O 0.843096 5.556467 -0.198855 0.06 0.00 -0.07 -0.8427
C 0.434928 4.660241 -2.696435 -0.19 -0.02 -0.14 0.7593
F 1.478700 5.046642 -3.405467 0.05 0.04 0.07 -0.2858
F -0.487164 5.599711 -2.748195 -0.03 -0.02 0.23 -0.2833
F -0.055547 3.525081 -3.201490 0.03 0.11 0.02 -0.3092
C -4.893448 -0.789811 -0.275785 -0.07 -0.21 0.16 -0.4261
N -4.307377 0.460540 -0.756712 -0.14 0.08 -0.04 -0.2487
C -5.016332 1.389124 -1.369493 -0.60 -0.31 0.03 0.1151
C -4.450941 2.581518 -1.777105 0.64 0.58 -0.09 -0.0742
C -3.006838 2.842109 -1.537236 -0.83 -0.63 0.01 0.5647
O -2.551729 3.919551 -1.842388 0.23 -0.03 0.05 -0.4275
N -2.331557 1.790911 -0.964452 0.88 0.10 -0.10 -0.6428
C -2.901755 0.677043 -0.536170 0.35 1.19 -0.32 0.7498
O -2.266727 -0.167780 0.064846 0.29 -1.08 0.53 -0.6264
H -5.966328 -0.670503 -0.154515 0.01 0.08 -0.09 0.2352
H -4.436444 -1.038076 0.677758 0.03 0.03 -0.01 0.2636
H -4.683342 -1.597848 -0.976912 0.07 0.08 -0.05 0.2531
H -6.067586 1.177705 -1.524624 0.01 -0.02 0.02 0.2469
H -5.012117 3.371323 -2.259667 -0.14 -0.16 0.03 0.2640
C 0.831717 0.113127 3.381222 -0.09 -0.36 -0.39 -0.6197
C 1.795593 -0.426471 2.327273 0.33 0.59 1.28 0.2879
C 2.510462 -1.670713 2.838850 -0.23 -0.22 -0.58 -0.6528
C 2.782548 0.663769 1.929310 -0.19 -0.43 -0.54 -0.6497
O 0.930216 -0.741756 1.175394 -0.19 0.42 -0.11 -0.8944
P 1.398457 -1.664191 -0.138579 0.98 -1.92 -0.16 2.5577
O 2.824294 -1.507210 -0.394054 -0.08 0.27 0.02 -1.0696
O 0.334297 -1.114345 -1.114802 -0.44 1.88 0.36 -1.1493
O 1.092964 -3.179544 0.205757 -0.39 0.79 -0.03 -0.8210
C -0.194099 -3.873853 0.263564 -0.43 -0.99 -0.06 0.2832
C 0.146519 -5.256952 0.814542 0.22 0.38 0.13 -0.6185
C -1.168763 -3.160406 1.189440 0.40 0.30 -0.09 -0.6456
C -0.772637 -4.031555 -1.143125 0.37 0.64 0.11 -0.6432
H 1.389686 0.477742 4.241501 -0.04 0.06 -0.01 0.2403
H 0.143051 -0.670217 3.700867 -0.01 0.05 0.06 0.2223
H 0.247789 0.931510 2.948341 0.00 0.12 0.17 0.1964
H 3.115300 -1.414146 3.706500 -0.04 0.07 -0.01 0.2395
H 3.154791 -2.070344 2.056570 0.13 -0.03 0.08 0.2533
H 1.796051 -2.445544 3.121670 -0.01 0.05 0.04 0.2200
H 3.483644 0.863840 2.736692 -0.09 0.07 0.04 0.2454
H 2.246033 1.585834 1.671623 0.08 0.09 0.15 0.1952
H 3.327393 0.336212 1.046212 0.16 0.04 0.08 0.2628
H 0.516617 -5.165242 1.837168 -0.02 -0.11 0.00 0.2143
H 0.922723 -5.717594 0.205021 -0.04 -0.04 0.00 0.2295
H -0.742582 -5.886647 0.806290 0.02 0.00 0.02 0.2179
H -0.703298 -2.994843 2.163021 -0.07 -0.05 0.04 0.2140
H -2.067642 -3.761076 1.325216 0.03 -0.03 -0.03 0.2237
H -1.441565 -2.193341 0.770290 -0.13 -0.02 0.05 0.2192
H -0.109160 -4.616633 -1.778909 -0.03 -0.09 0.06 0.2295
H -0.856479 -3.036846 -1.577340 -0.24 -0.05 -0.20 0.2250
H -1.755636 -4.499248 -1.100551 0.04 -0.05 0.03 0.2160
```
Positions in Å, forces in eV/Å.

The value obtained for the energy above the lowest of the compared OMol25 structures with the same formula, charge and spin is 0.0 kcal/mol. For the HOMO energy (alpha / beta), the calculation gives -13.2 / -12.8 eV. The charge is +1.